{
  "formula": "C39H60AsBiF6N4OSbSi2",
  "method": "wB97M-V/def2-TZVPD",
  "gap_ev": [6.9, 5.8],
  "total_energy_ev": -154693.6023,
  "largest_force_ev_per_a": 3.394,
  "total_charge": 2,
  "homo_ev": [-14.0049, -14.0200],
  "spin_multiplicity": 2,
  "species": ["Bi", "C", "C", "C", "C", "C", "C", "C", "C", "C", "H", "H", "H", "H", "H", "H", "H", "H", "H", "H", "H", "H", "C", "C", "C", "C", "C", "C", "C", "N", "C", "C", "C", "C", "C", "C", "C", "N", "C", "C", "C", "C", "H", "H", "H", "H", "H", "H", "H", "H", "H", "H", "H", "H", "H", "H", "H", "H", "H", "H", "H", "H", "H", "H", "H", "H", "N", "C", "O", "C", "C", "C", "N", "C", "C", "H", "H", "H", "H", "H", "H", "C", "Si", "C", "C", "As", "Si", "C", "C", "C", "H", "H", "H", "H", "H", "H", "H", "H", "H", "H", "H", "H", "H", "H", "H", "H", "H", "H", "F", "Sb", "F", "F", "F", "F", "F"],
  "xyz": [[13.85442, 11.47284, 11.98384], [17.88739, 9.64409, 12.15754], [16.63658, 9.42150, 11.34394], [15.65388, 8.49318, 11.75545], [14.56337, 8.18996, 10.94424], [13.55293, 7.13632, 11.34793], [14.42896, 8.87251, 9.72174], [15.37842, 9.79518, 9.28158], [15.21469, 10.51633, 7.94401], [16.45580, 10.11219, 10.14131], [18.75363, 9.13415, 11.68810], [17.76233, 9.28366, 13.19039], [18.12817, 10.71210, 12.21121], [15.76362, 8.03589, 12.72383], [14.02081, 6.12773, 11.43729], [12.77876, 7.07415, 10.55876], [13.05520, 7.38103, 12.31289], [13.55116, 8.69872, 9.12012], [15.80673, 9.96606, 7.17352], [15.59981, 11.54426, 8.03872], [14.15595, 10.60771, 7.64231], [17.19273, 10.84265, 9.82350], [7.09573, 11.09314, 8.88039], [8.33044, 11.19840, 7.98357], [8.32415, 9.94287, 7.08756], [8.20393, 12.44478, 7.10953], [9.59841, 11.23652, 8.81302], [9.82813, 10.30513, 9.83503], [11.03304, 10.28204, 10.52908], [11.98460, 11.23424, 10.36382], [11.77256, 12.19690, 9.41953], [10.64334, 12.13628, 8.59394], [12.79974, 13.19132, 9.28220], [12.65637, 14.37771, 8.51840], [13.70302, 15.30672, 8.35723], [14.88980, 14.96639, 9.03969], [14.97685, 13.80901, 9.77351], [13.97685, 12.92585, 9.92144], [13.64712, 16.58591, 7.50428], [14.86443, 16.61965, 6.54722], [12.35875, 16.65327, 6.65413], [13.73050, 17.86663, 8.37686], [6.16136, 11.02150, 8.28921], [7.00873, 11.93387, 9.58794], [7.11725, 10.15673, 9.48752], [7.46282, 9.92067, 6.39018], [8.33414, 9.00485, 7.68180], [9.21405, 9.92147, 6.42236], [7.24037, 12.39942, 6.55970], [9.02564, 12.52830, 6.36666], [8.18536, 13.37418, 7.70901], [9.09324, 9.54831, 10.08893], [11.19045, 9.51266, 11.29171], [10.57082, 12.80123, 7.74714], [11.69412, 14.58700, 8.05389], [15.76278, 15.60255, 9.01051], [15.91985, 13.58323, 10.26272], [14.91251, 15.65890, 5.99107], [15.81951, 16.75687, 7.08550], [14.75075, 17.43250, 5.83153], [12.31492, 15.79327, 5.95197], [12.40834, 17.56259, 6.01660], [11.43384, 16.72480, 7.27801], [14.63245, 17.92685, 9.02244], [12.85528, 18.00063, 9.06188], [13.77646, 18.72272, 7.66795], [8.26176, 14.93970, 15.79776], [9.57232, 15.32016, 15.76322], [9.87893, 16.32856, 16.40478], [10.43948, 14.46908, 14.87866], [11.60875, 13.86192, 15.35623], [12.43320, 13.24867, 14.42939], [12.16920, 13.20907, 13.12440], [11.06050, 13.81555, 12.66580], [10.14322, 14.40596, 13.51666], [7.65026, 15.38782, 16.48289], [8.06679, 14.00930, 15.45378], [11.88885, 13.83908, 16.39566], [13.34384, 12.76588, 14.76864], [10.87879, 13.76173, 11.59933], [9.22522, 14.79111, 13.09875], [14.48357, 15.99430, 15.34329], [15.54323, 15.59804, 13.84489], [14.79631, 16.35180, 12.27203], [17.26886, 16.30219, 14.12058], [16.07684, 13.21912, 13.36439], [16.49367, 12.19471, 15.60324], [18.36814, 11.83983, 15.38489], [15.75289, 10.46610, 16.01659], [15.97367, 13.28607, 17.05190], [14.96043, 16.83265, 15.93699], [14.40249, 15.11424, 16.00585], [13.45692, 16.30884, 15.07285], [14.73113, 17.45050, 12.46690], [13.77642, 15.98400, 12.07361], [15.42577, 16.19208, 11.36230], [17.29058, 17.41811, 14.13781], [17.98694, 15.97652, 13.33910], [17.62527, 15.97561, 15.10454], [18.47231, 10.92256, 14.75373], [18.77236, 11.61817, 16.40575], [18.94666, 12.64372, 14.92057], [15.57513, 9.88094, 15.10526], [14.76272, 10.58063, 16.51672], [16.49379, 9.94415, 16.64348], [16.36232, 14.31579, 16.92412], [16.40602, 12.82082, 17.97848], [14.87116, 13.27744, 17.20859], [13.36522, 9.97827, 13.92437], [11.60080, 9.57204, 14.76310], [10.73803, 10.79907, 13.60723], [9.92324, 9.10033, 15.56311], [12.03620, 10.89862, 16.09800], [12.45485, 8.27517, 15.84477], [11.41218, 8.24998, 13.34851]],
  "lowdin_spin": [0.099, 0.002, 0.000, 0.002, 0.004, 0.000, 0.005, 0.002, 0.000, 0.000, 0.000, 0.000, 0.004, 0.000, 0.000, 0.000, 0.000, 0.000, 0.000, 0.000, 0.000, 0.000, 0.000, 0.000, 0.000, 0.000, -0.001, 0.001, 0.001, 0.027, 0.002, 0.001, 0.000, 0.000, 0.000, 0.000, 0.001, 0.000, 0.000, 0.000, 0.000, 0.000, 0.000, 0.000, 0.000, 0.000, 0.000, 0.000, 0.000, 0.000, 0.000, 0.000, 0.000, 0.000, 0.000, 0.000, 0.002, 0.000, 0.000, 0.000, 0.000, 0.000, 0.000, 0.000, 0.000, 0.000, 0.000, 0.000, 0.000, 0.001, 0.002, 0.023, 0.008, 0.000, 0.001, 0.000, 0.000, 0.000, 0.019, 0.000, 0.000, 0.012, 0.052, 0.003, 0.008, 0.628, 0.043, 0.020, 0.007, 0.003, 0.001, 0.000, 0.001, 0.000, 0.000, 0.000, 0.000, 0.003, 0.000, 0.000, 0.002, 0.003, 0.000, 0.000, 0.001, 0.000, 0.000, 0.000, 0.006, 0.000, 0.000, 0.000, 0.000, 0.000, 0.000]
}